Formula: C38H100N8O11
Source: OMol25
Level of theory: ωB97M-V/def2-TZVPD

Values from the calculation:
SMILES: COC[C@H](C)N.COC[C@H](C)N.COC[C@H](C)N.COC[C@H](C)N.COC[C@H](C)N.COCCNCCOC.COCCNCCOC.COCCNCCOC
total charge: 0
maximum force: 1.81 eV Å⁻¹
electronic energy: -2773.21707 Eh
LUMO: 0.42 eV

Bonds (Å) are listed after each position.
Positions of all 157 atoms, in Å:
1 C 0.8841 5.3389 -5.7229  O2 1.405, H7 1.097, H8 1.095, H9 1.088
2 O 0.9882 4.8341 -4.4156  C1 1.405, C3 1.425
3 C 2.1979 4.1716 -4.0578  O2 1.425, C4 1.527, H10 1.099, H11 1.093
4 C 2.1302 3.9995 -2.5418  C3 1.527, C5 1.528, N6 1.451, H12 1.097
5 C 2.3637 5.3352 -1.8376  C4 1.528, H13 1.093, H14 1.091, H15 1.091
6 N 3.0900 3.0080 -2.0931  C4 1.451, H16 1.016, H17 1.022
7 H 0.9311 4.5088 -6.4389  C1 1.097
8 H 1.6777 6.0679 -5.9144  C1 1.095
9 H -0.0776 5.8345 -5.8333  C1 1.088
10 H 2.0755 3.2029 -4.5612  C3 1.099
11 H 3.1327 4.6400 -4.3752  C3 1.093
12 H 1.1261 3.6728 -2.2463  C4 1.097
13 H 1.5959 6.0478 -2.1495  C5 1.093
14 H 3.3205 5.7855 -2.1057  C5 1.091
15 H 2.2526 5.2241 -0.7582  C5 1.091
16 H 3.3339 3.0512 -1.1080  N6 1.016
17 H 2.6567 2.0830 -2.1168  N6 1.022
18 C -0.1046 3.5748 3.4757  O19 1.420, H24 1.091, H25 1.094, H26 1.090
19 O -0.9172 3.1418 4.5570  C18 1.420, C20 1.432
20 C -1.6840 4.2415 5.0603  O19 1.432, C21 1.531, H27 1.098, H28 1.094
21 C -2.2237 3.8959 6.4504  C20 1.531, C22 1.522, N23 1.471, H29 1.097
22 C -2.7142 5.1279 7.1980  C21 1.522, H30 1.090, H31 1.089, H32 1.093
23 N -1.3422 3.0415 7.2616  C21 1.471, H33 1.020, H34 1.023
24 H 0.3215 2.6602 3.0600  C18 1.091
25 H 0.7543 4.1337 3.8595  C18 1.094
26 H -0.6631 4.1303 2.7219  C18 1.090
27 H -1.1155 5.1798 5.1085  C20 1.098
28 H -2.4619 4.4002 4.3075  C20 1.094
29 H -3.1083 3.2684 6.2853  C21 1.097
30 H -1.9184 5.8450 7.3977  C22 1.090
31 H -3.2189 4.7781 8.0977  C22 1.089
32 H -3.4877 5.6102 6.5949  C22 1.093
33 H -0.6853 3.6076 7.7993  N23 1.020
34 H -0.7244 2.6013 6.5747  N23 1.023
35 C 3.0825 -1.7544 -2.5674  O36 1.412, H41 1.092, H42 1.092, H43 1.094
36 O 1.8567 -1.8426 -3.2634  C35 1.412, C37 1.438
37 C 1.9499 -2.6015 -4.4812  O36 1.438, C38 1.534, H44 1.090, H45 1.097
38 C 0.7085 -2.2259 -5.2995  C37 1.534, C39 1.535, N40 1.465, H46 1.094
39 C -0.5594 -2.4224 -4.4572  C38 1.535, H47 1.095, H48 1.090, H49 1.093
40 N 0.6638 -2.9335 -6.5817  C38 1.465, H50 1.011, H51 1.015
41 H 3.6880 -0.9722 -3.0311  C35 1.092
42 H 3.6113 -2.6928 -2.3858  C35 1.092
43 H 2.8644 -1.3840 -1.5618  C35 1.094
44 H 2.8985 -2.3774 -4.9681  C37 1.090
45 H 1.8619 -3.6486 -4.1650  C37 1.097
46 H 0.8652 -1.1674 -5.5279  C38 1.094
47 H -1.4991 -2.4343 -5.0184  C39 1.095
48 H -0.6595 -1.5765 -3.7775  C39 1.090
49 H -0.5442 -3.4162 -4.0013  C39 1.093
50 H 0.0601 -2.4330 -7.2198  N40 1.011
51 H 0.2419 -3.8445 -6.4349  N40 1.015
52 C 3.5199 -5.0875 1.7621  O53 1.414, H58 1.091, H59 1.097, H60 1.095
53 O 4.2025 -6.3231 1.6802  C52 1.414, C54 1.416
54 C 4.7607 -6.6368 0.4172  O53 1.416, C55 1.526, H61 1.104, H62 1.098
55 C 5.2321 -8.0855 0.4969  C54 1.526, C56 1.517, N57 1.465, H63 1.096
56 C 6.3849 -8.2762 1.4645  C55 1.517, H64 1.090, H65 1.091, H66 1.091
57 N 5.6113 -8.4436 -0.8722  C55 1.465, H67 1.012, H68 1.013
58 H 3.5578 -4.8742 2.8312  C52 1.091
59 H 2.4793 -5.2090 1.4373  C52 1.097
60 H 4.0166 -4.2974 1.1892  C52 1.095
61 H 3.9959 -6.5476 -0.3733  C54 1.104
62 H 5.4893 -5.8801 0.0977  C54 1.098
63 H 4.3629 -8.6895 0.7797  C55 1.096
64 H 6.0905 -7.8380 2.4179  C56 1.090
65 H 7.2738 -7.7969 1.0520  C56 1.091
66 H 6.6520 -9.3126 1.6766  C56 1.091
67 H 4.8926 -8.2661 -1.5620  N57 1.012
68 H 5.8648 -9.4126 -1.0214  N57 1.013
69 C 0.4890 -2.5801 0.9635  O70 1.409, H75 1.091, H76 1.101, H77 1.093
70 O -0.5232 -1.7016 0.5282  C69 1.409, C71 1.420
71 C -0.2910 -1.1042 -0.7386  O70 1.420, C72 1.526, H78 1.092, H79 1.095
72 C 0.6235 0.1162 -0.6784  C71 1.526, C73 1.515, N74 1.466, H80 1.097
73 C -0.0719 1.2246 0.0853  C72 1.515, H81 1.100, H82 1.092, H83 1.094
74 N 0.9695 0.6658 -1.9932  C72 1.466, H84 1.024, H85 1.012
75 H 1.3241 -2.0977 1.4730  C69 1.091
76 H 0.8855 -3.2106 0.1522  C69 1.101
77 H 0.0180 -3.3616 1.5645  C69 1.093
78 H 0.0883 -1.8713 -1.4169  C71 1.092
79 H -1.2687 -0.7088 -1.0333  C71 1.095
80 H 1.5239 -0.1732 -0.1221  C72 1.097
81 H -0.4707 0.8259 1.0299  C73 1.100
82 H -0.9049 1.6709 -0.4611  C73 1.092
83 H 0.5341 2.0383 0.4949  C73 1.094
84 H 1.2795 -0.1066 -2.5907  N74 1.024
85 H 0.1819 1.1294 -2.4290  N74 1.012
86 C -3.5454 -1.0762 2.4481  O87 1.414, H95 1.090, H96 1.099, H97 1.091
87 O -4.4756 -1.1006 1.3832  C86 1.414, C88 1.417
88 C -3.8589 -0.8200 0.1383  O87 1.417, C89 1.510, H98 1.097, H99 1.100
89 C -4.9783 -0.5561 -0.8407  C88 1.510, N90 1.480, H100 1.093, H101 1.092
90 N -5.8494 -1.7190 -1.1211  C89 1.480, C91 1.463, H102 1.017
91 C -5.2651 -2.6664 -2.0699  N90 1.463, C92 1.519, H103 1.096, H104 1.106
92 C -5.1726 -2.1360 -3.4908  C91 1.519, O93 1.407, H105 1.093, H106 1.100
93 O -5.0698 -3.1440 -4.4677  C92 1.407, C94 1.406
94 C -6.2876 -3.8117 -4.6868  O93 1.406, H107 1.092, H108 1.096, H109 1.091
95 H -4.0532 -0.9387 3.4028  C86 1.090
96 H -2.9182 -0.1759 2.3903  C86 1.099
97 H -2.9022 -1.9571 2.4495  C86 1.091
98 H -3.2211 -1.6701 -0.1348  C88 1.097
99 H -3.2348 0.0858 0.1525  C88 1.100
100 H -4.6023 -0.0790 -1.7497  C89 1.093
101 H -5.6600 0.1876 -0.4237  C89 1.092
102 H -5.8612 -2.2223 -0.2369  N90 1.017
103 H -5.8677 -3.5808 -2.0163  C91 1.096
104 H -4.3054 -3.1109 -1.7481  C91 1.106
105 H -4.3256 -1.4519 -3.5900  C92 1.093
106 H -6.0366 -1.4855 -3.6924  C92 1.100
107 H -7.1471 -3.1375 -4.6972  C94 1.092
108 H -6.4760 -4.6106 -3.9604  C94 1.096
109 H -6.2463 -4.3432 -5.6389  C94 1.091
110 C 6.6636 1.7196 -1.9263  O111 1.414, H119 1.094, H120 1.093, H121 1.091
111 O 7.1679 0.5604 -1.2937  C110 1.414, C112 1.424
112 C 6.1825 -0.4586 -1.1526  O111 1.424, C113 1.528, H122 1.091, H123 1.091
113 C 5.2331 -0.1710 0.0091  C112 1.528, N114 1.456, H124 1.094, H125 1.099
114 N 5.9080 -0.1032 1.2977  C113 1.456, C115 1.470, H126 1.014
115 C 5.1395 0.6321 2.3128  N114 1.470, C116 1.523, H127 1.096, H128 1.095
116 C 3.6706 0.2323 2.3679  C115 1.523, O117 1.415, H129 1.090, H130 1.096
117 O 3.4688 -1.1454 2.6193  C116 1.415, C118 1.416
118 C 3.8175 -1.6637 3.8903  O117 1.416, H131 1.088, H132 1.099, H133 1.091
119 H 6.2606 1.5623 -2.9310  C110 1.094
120 H 7.5381 2.3564 -2.0789  C110 1.093
121 H 5.9406 2.2975 -1.3489  C110 1.091
122 H 6.7785 -1.3453 -0.9298  C112 1.091
123 H 5.5867 -0.5562 -2.0617  C112 1.091
124 H 4.5567 -1.0279 0.0717  C113 1.094
125 H 4.6808 0.7348 -0.2773  C113 1.099
126 H 6.7936 0.3831 1.2137  N114 1.014
127 H 5.2237 1.7193 2.2015  C115 1.096
128 H 5.5407 0.3298 3.2857  C115 1.095
129 H 3.1951 0.4229 1.4055  C116 1.090
130 H 3.1191 0.7806 3.1407  C116 1.096
131 H 3.2997 -2.6194 3.8378  C118 1.088
132 H 3.3665 -1.1184 4.7312  C118 1.099
133 H 4.8981 -1.6724 4.0385  C118 1.091
134 C -8.1012 0.7911 3.8153  O135 1.405, H143 1.096, H144 1.085, H145 1.097
135 O -7.2528 1.8947 4.0087  C134 1.405, C136 1.409
136 C -5.9418 1.7348 3.5169  O135 1.409, C137 1.544, H146 1.100, H147 1.087
137 C -5.8496 1.7907 1.9764  C136 1.544, N138 1.455, H148 1.092, H149 1.091
138 N -6.0076 3.0722 1.3057  C137 1.455, C139 1.461, H150 1.012
139 C -4.8490 3.9567 1.4011  N138 1.461, C140 1.536, H151 1.092, H152 1.092
140 C -4.1467 4.1090 0.0434  C139 1.536, O141 1.405, H153 1.104, H154 1.102
141 O -3.0078 4.9185 0.1936  C140 1.405, C142 1.411
142 C -2.0337 4.6509 -0.7913  O141 1.411, H155 1.096, H156 1.095, H157 1.089
143 H -8.1380 0.5300 2.7514  C134 1.096
144 H -9.1190 1.0020 4.1282  C134 1.085
145 H -7.7197 -0.0984 4.3312  C134 1.097
146 H -5.6171 0.6974 3.6852  C136 1.100
147 H -5.2757 2.4349 4.0138  C136 1.087
148 H -6.6288 1.1371 1.5797  C137 1.092
149 H -4.8994 1.3462 1.6764  C137 1.091
150 H -6.8254 3.5267 1.6914  N138 1.012
151 H -4.0890 3.6526 2.1238  C139 1.092
152 H -5.2504 4.9576 1.5714  C139 1.092
153 H -4.8427 4.5718 -0.6779  C140 1.104
154 H -4.0413 3.1428 -0.4771  C140 1.102
155 H -2.4156 4.8852 -1.7920  C142 1.096
156 H -1.7113 3.6046 -0.7914  C142 1.095
157 H -1.1555 5.2663 -0.5998  C142 1.089